[1]
# C5H10

A structure of composition C5H10 (ωB97M-V/def2-TZVPD, the Open Molecules 2025 dataset).

Energy above the lowest of the compared OMol25 structures with the same formula, charge and spin   574.6 kJ/mol
LUMO level   0.286 eV
E   -196.28955 Eh
Kohn-Sham gap   7.91 eV
Maximum force   5.64 eV Å⁻¹

CARTESIAN COORDINATES (ANGSTROEM)
C  1.39911  1.01979  0.61226
C  0.98515  -0.30209  0.66737
C  -0.29413  -0.76371  0.88677
C  -0.32914  -0.38013  -2.33679
C  -1.13572  -0.19359  1.86108
H  1.33463  0.45040  1.69827
H  0.55213  1.76580  0.54040
H  2.37230  1.34814  0.19619
H  -0.85261  -1.55805  0.31908
H  -0.18406  0.72007  -2.26251
H  0.24707  -0.88671  -3.08792
H  0.11989  -0.61727  -1.32097
H  -0.68651  0.60987  2.52729
H  -2.07984  -0.68510  2.18211
H  -1.44827  -0.52740  -2.48262

Atoms 1-3, force components in eV/Å:
-2.17 0.39 -0.82
2.39 -1.59 -1.65
-5.12 1.01 2.13


[2]
# C12H9Br4NO7Pt

A structure of composition C12H9Br4NO7Pt (ωB97M-V/def2-TZVPD, the Open Molecules 2025 dataset).

Energy above the lowest of the compared OMol25 structures with the same formula, charge and spin   166.8 kJ/mol
LUMO level   -3.576 eV
E   -11459.39052 Eh
Kohn-Sham gap   4.94 eV
Maximum force   0.72 eV Å⁻¹

CARTESIAN COORDINATES (ANGSTROEM)
Pt  0.38440  0.16330  -0.35422
O  -0.56503  -2.37738  0.94848
C  -0.19040  -2.24043  2.31048
C  1.23028  -1.71899  2.38179
N  1.38587  -0.33627  1.92628
C  0.86278  0.67432  2.82425
C  0.50773  1.94160  2.04938
O  0.21104  2.95003  2.64413
O  0.56929  1.86750  0.74592
C  2.77514  -0.02368  1.57951
C  3.15488  -0.62231  0.24462
O  4.22729  -1.12120  0.01379
O  2.21055  -0.52610  -0.65914
H  -1.49460  -2.61979  0.90568
H  -0.20783  -3.21106  2.81694
H  -0.87909  -1.57516  2.84113
H  1.86940  -2.35464  1.76655
H  1.57807  -1.81611  3.41998
H  1.59909  0.96197  3.58271
H  -0.02426  0.32039  3.34720
H  3.47777  -0.33724  2.35667
H  2.84705  1.05822  1.45407
Br  -2.67121  0.92207  -6.42972
C  -2.32079  0.87581  -4.59224
C  -3.18582  1.60935  -3.68323
Br  -4.62805  2.57247  -4.38090
C  -2.96940  1.62006  -2.33456
Br  -4.01006  2.53278  -1.08539
C  -1.85641  0.89184  -1.82529
O  -1.50992  0.85655  -0.60376
C  -1.00675  0.16292  -2.73075
O  -0.02905  -0.43054  -2.16049
C  -1.25672  0.15933  -4.12965
Br  -0.08524  -0.82960  -5.19023

Atoms 1-3, force components in eV/Å:
0.30 0.09 0.58
0.00 0.02 0.02
0.07 -0.02 0.02


[3]
# C21H51Br6Cl6N3O3

A cluster of 9 separate species, C21H51Br6Cl6N3O3 in total (ωB97M-V/def2-TZVPD, the Open Molecules 2025 dataset).

LUMO level   0.351 eV
E   -19425.91904 Eh
Kohn-Sham gap   9.57 eV
Maximum force   2.12 eV Å⁻¹

CARTESIAN COORDINATES (ANGSTROEM)
C  5.94661  -4.01665  0.32629
O  5.43009  -3.02595  -0.51143
C  4.05200  -2.79917  -0.27341
C  3.62295  -1.66367  -1.21849
C  4.62706  -0.50017  -1.23996
N  2.31722  -1.07964  -0.84889
H  5.82152  -3.77314  1.38982
H  7.02673  -4.13465  0.21107
H  5.54619  -5.02475  0.16014
H  3.49981  -3.71217  -0.54221
H  3.82953  -2.60764  0.78473
H  3.60385  -2.03455  -2.24341
H  4.80797  -0.04119  -0.26401
H  4.28103  0.27821  -1.91929
H  5.60717  -0.83402  -1.58447
H  1.66745  -1.87293  -0.91359
H  2.26887  -0.98955  0.17155
C  1.92210  3.47459  0.43085
O  1.57019  2.53507  1.42571
C  2.61295  1.66140  1.81254
C  1.97783  0.65958  2.76805
C  3.00424  -0.28072  3.39912
N  1.01564  -0.18407  2.01501
H  2.50321  4.31117  0.83023
H  0.99166  3.90766  0.06560
H  2.48164  3.02788  -0.39516
H  3.04290  1.17623  0.92970
H  3.40352  2.21779  2.33308
H  1.37973  1.15782  3.54393
H  2.55889  -0.97744  4.10360
H  3.62185  0.41415  3.98639
H  3.59584  -0.74424  2.61250
H  0.50476  -0.83961  2.58850
H  0.42761  0.50998  1.56061
C  0.00672  -3.48264  4.19623
O  -0.28756  -2.83355  2.96546
C  -1.17042  -3.59403  2.13230
C  -1.02574  -3.03572  0.71298
C  -2.14931  -3.54532  -0.18187
N  0.31738  -3.26236  0.15262
H  -0.75970  -3.19986  4.92961
H  0.98228  -3.12760  4.52703
H  -0.01720  -4.57264  4.13017
H  -0.97168  -4.66956  2.16936
H  -2.19658  -3.44721  2.48981
H  -1.07579  -1.94103  0.71444
H  -3.11280  -3.19934  0.19874
H  -2.20109  -4.63307  -0.23729
H  -2.02248  -3.05655  -1.14888
H  0.96284  -2.87842  0.84177
H  0.46631  -4.27307  0.18753
Br  -2.00115  1.16092  3.29297
C  -1.37215  3.00296  3.10314
C  -2.37737  3.79685  2.29132
Br  -1.70075  5.64704  2.10358
H  -0.35788  2.95973  2.71552
H  -1.29202  3.42615  4.10267
H  -3.37586  3.84338  2.71062
H  -2.43500  3.43854  1.26894
Br  -2.09233  -1.52446  -6.91849
C  -2.67388  -0.55992  -5.32925
C  -3.83321  -1.28645  -4.66720
Br  -4.26055  -0.43411  -2.94533
H  -2.92345  0.46053  -5.60076
H  -1.88269  -0.47456  -4.58534
H  -3.63588  -2.32918  -4.44348
H  -4.70159  -1.24522  -5.32166
Br  -4.89200  2.39204  -0.65585
C  -5.44890  1.33498  0.86874
C  -4.79032  -0.03472  0.88312
Br  -5.24972  -0.96690  2.54511
H  -6.52384  1.18777  0.80661
H  -5.21083  1.92663  1.74626
H  -3.70688  0.02257  0.80716
H  -5.10515  -0.67652  0.06400
Cl  -1.91833  3.39993  -5.80433
C  -0.27479  4.03852  -5.47577
Cl  0.57706  4.51015  -6.92472
H  -0.35846  4.92764  -4.86137
H  0.31290  3.28265  -4.96737
Cl  -3.53605  5.96713  -1.55325
C  -2.29604  4.68358  -1.77697
Cl  -0.72699  5.38920  -2.06619
H  -2.24265  4.08412  -0.87638
H  -2.61854  4.09324  -2.62793
Cl  -0.55052  1.45199  -2.86717
C  -0.15374  0.97313  -1.20382
Cl  -1.47180  1.40444  -0.12062
H  0.00444  -0.10021  -1.14974
H  0.78113  1.38281  -0.84147

Atoms 1-3, force components in eV/Å:
0.69 -0.58 0.72
0.05 -0.22 0.37
0.08 -0.13 -1.13


[4]
# C2H3O3S

The ion C2H3O3S with charge -1 (ωB97M-V/def2-TZVPD, the Open Molecules 2025 dataset).

Energy above the lowest of the compared OMol25 structures with the same formula, charge and spin   245.3 kJ/mol
LUMO level   3.662 eV
Net charge   -1
E   -701.90139 Eh
Kohn-Sham gap   7.33 eV
Maximum force   3.50 eV Å⁻¹

CARTESIAN COORDINATES (ANGSTROEM)
O  2.68398  -0.02776  0.19930
C  1.50978  0.02495  -0.18524
C  0.40984  0.29162  0.63289
S  -1.25675  0.05750  -0.09948
O  -2.16779  1.18190  -0.15141
O  -1.82000  -1.16917  0.50424
H  1.25532  -0.19655  -1.32318
H  0.44707  0.34573  1.74679
H  -1.06145  -0.50822  -1.32391

Atoms 1-3, force components in eV/Å:
0.49 -0.06 -0.33
-0.88 -0.20 -0.57
-1.89 0.11 -1.08


[5]
# C4H16O3

A cluster of 4 separate species, C4H16O3 in total (ωB97M-V/def2-TZVPD, the Open Molecules 2025 dataset).

Energy above the lowest of the compared OMol25 structures with the same formula, charge and spin   326.1 kJ/mol
2S+1   2
LUMO level (alpha / beta)   2.942 / 2.829 eV
Net charge   -1
E   -387.56346 Eh
Kohn-Sham gap (alpha / beta)   2.12 / 9.46 eV
Maximum force   6.79 eV Å⁻¹

CARTESIAN COORDINATES (ANGSTROEM)
C  0.34512  0.65621  -1.74284
C  0.39597  0.28499  -0.20656
C  -0.75378  0.88309  0.49183
C  0.14534  -1.32079  -0.18889
H  -0.69032  0.34549  -2.07498
H  0.37484  1.66085  -2.03059
H  1.04359  0.02300  -2.19166
H  1.49281  0.62846  0.14261
H  -1.26254  1.80071  -0.05574
H  -0.62495  1.18652  1.58470
H  -1.67631  0.23690  0.66490
H  -0.64509  -1.81278  -0.59792
H  0.97795  -1.62521  -0.92491
H  0.33519  -1.42112  0.89566
H  -2.75339  -0.37377  -0.05005
H  -3.59452  -1.48542  -0.04153
O  -2.63236  -1.35719  -0.14557
H  2.90852  0.83126  -2.07292
H  3.61221  0.33617  -0.67472
O  2.93367  0.97702  -1.13746
H  -0.44848  -0.39874  4.03781
H  0.10101  0.04800  2.73176
O  0.41553  -0.10365  3.58705

Atoms 1-3, force components in eV/Å:
-3.11 -1.57 1.85
0.55 -0.75 -2.34
-3.60 2.65 1.96


[6]
# C3H8S2

An isolated molecule of C3H8S2 (ωB97M-V/def2-TZVPD, the Open Molecules 2025 dataset).

Energy above the lowest of the compared OMol25 structures with the same formula, charge and spin   102.1 kJ/mol
LUMO level   0.828 eV
E   -915.43806 Eh
Kohn-Sham gap   9.61 eV
Maximum force   2.98 eV Å⁻¹

CARTESIAN COORDINATES (ANGSTROEM)
C  -2.19957  -0.51187  0.19196
S  -0.54896  -0.89676  -0.43598
C  0.22581  0.59675  0.03037
C  1.80167  0.60633  -0.30452
S  2.79054  -0.92471  0.05508
H  -2.80997  -1.37069  -0.11915
H  -2.68295  0.28875  -0.23817
H  -2.33874  -0.50391  1.26361
H  -0.04974  0.84628  1.05532
H  -0.08362  1.49551  -0.53820
H  2.24134  1.38797  0.24857
H  2.02922  0.63932  -1.40519
H  1.62497  -1.65297  0.19630

Atoms 1-3, force components in eV/Å:
0.02 -2.96 0.33
-1.06 -0.29 -0.19
2.29 1.76 -0.72


[7]
# C5H6Br2SSi

A structure of composition C5H6Br2SSi (ωB97M-V/def2-TZVPD, the Open Molecules 2025 dataset).

Energy above the lowest of the compared OMol25 structures with the same formula, charge and spin   122.3 kJ/mol
LUMO level   0.155 eV
E   -6029.86582 Eh
Kohn-Sham gap   8.98 eV
Maximum force   4.04 eV Å⁻¹

CARTESIAN COORDINATES (ANGSTROEM)
C  -2.66304  0.70114  -0.46273
C  -1.42548  0.98535  0.11454
C  -2.47437  -0.14771  -1.49486
C  -0.37118  0.35879  -0.45442
C  2.12519  -1.44380  1.01041
Si  1.96400  0.26280  0.34393
S  -0.94058  -0.79230  -1.62891
Br  2.02682  2.09925  1.67967
Br  3.52048  0.83168  -1.21481
H  -3.54995  1.22806  -0.14252
H  -1.25215  1.81708  0.80580
H  -3.32957  -0.58190  -1.95485
H  1.15149  -1.72171  1.53083
H  2.25448  -2.07783  0.16567
H  2.96385  -1.51890  1.70226

Atoms 1-3, force components in eV/Å:
0.40 0.74 -0.07
1.49 1.98 1.06
-2.48 -0.97 0.24


[8]
# C2H5Cl2P

A cluster of 2 separate species, C2H5Cl2P in total (ωB97M-V/def2-TZVPD, the Open Molecules 2025 dataset).

Energy above the lowest of the compared OMol25 structures with the same formula, charge and spin   278.7 kJ/mol
LUMO level (alpha / beta)   -0.438 / -0.988 eV
E   -1340.83113 Eh
Kohn-Sham gap (alpha / beta)   7.79 / 7.94 eV
Maximum force   3.39 eV Å⁻¹

CARTESIAN COORDINATES (ANGSTROEM)
C  -0.46502  1.35238  3.87552
C  -0.27450  -0.12977  0.20766
P  -0.41730  0.77305  -1.40018
Cl  -1.02820  2.92951  4.01976
Cl  0.59248  -0.51884  -2.63125
H  -1.08107  0.49294  4.36068
H  -0.12727  1.12213  2.84344
H  -0.64693  -1.24375  -0.12938
H  0.76411  -0.26892  0.55513
H  -1.01859  0.19196  0.99312

Atoms 1-3, force components in eV/Å:
-1.16 -2.46 -0.74
-1.35 -2.99 -0.86
-0.11 0.33 0.45